No. 1
The following is a DFT calculation (ωB97M-V/def2-TZVPD) of a 3-piece molecular cluster, C8H22BrN2O2 overall in a non-equilibrium geometry.

Each line ends with the Löwdin spin population.
Element x y z (Å)
Br  -0.05  2.67  -0.65  0.993
O  0.26  1.09  -5.91  0.000
O  -2.18  -1.63  0.77  0.001
N  -0.48  -0.41  3.22  0.000
N  0.62  0.63  -3.49  -0.001
C  0.99  1.26  -4.93  0.000
C  -0.85  1.10  3.29  0.000
C  -0.02  -1.01  1.85  0.000
C  -1.03  -0.72  0.68  0.002
C  0.82  -0.58  4.10  0.000
C  2.34  1.92  -5.06  0.000
C  -0.16  -0.71  -3.70  0.000
C  -1.49  -1.35  3.88  0.000
H  0.68  -1.34  -3.97  0.000
H  -1.13  -2.35  3.62  0.000
H  2.56  2.63  -4.26  0.000
H  1.58  0.10  3.72  0.000
H  -2.34  -1.95  -0.12  0.000
H  0.84  -0.45  1.47  0.000
H  1.42  0.34  -2.95  0.000
H  -0.08  1.63  2.73  0.000
H  3.16  1.21  -5.15  0.000
H  2.34  2.47  -6.00  0.000
H  0.66  -0.24  5.12  0.000
H  1.32  -1.54  3.94  0.000
H  0.05  1.26  -2.94  0.000
H  -1.27  0.34  0.69  0.005
H  0.16  -2.08  2.02  0.000
H  -0.61  -1.02  -0.28  0.000
H  -0.59  -0.85  -2.70  0.000
H  -2.47  -1.12  3.46  0.000
H  -1.47  -1.37  4.97  0.000
H  -1.81  1.19  2.78  0.000
H  -0.93  -0.67  -4.47  0.000
H  -0.83  1.53  4.29  0.000

Output
Energy above the lowest of the compared OMol25 structures with the same formula, charge and spin   0.569 eV
Total charge   +2
<S²>   0.7523
Spin multiplicity   2
Gap between HOMO and LUMO (spin up / spin down)   11.0 / 6.6 eV
LUMO level (spin up / spin down)   -6.030 / -10.381 eV
Energy   -85751.8238 eV


No. 2
The following is a DFT calculation (ωB97M-V/def2-TZVPD) of C8H22CsN2O6S as an isolated structure in a non-equilibrium geometry.

Each line ends with the Löwdin charge.
Element x y z (Å)
Cs  14.24  -15.58  2.60  1.113
S  10.83  -14.69  2.40  0.170
O  9.53  -15.15  1.93  -0.414
O  11.83  -14.59  1.27  -0.631
O  14.76  -19.99  4.20  -0.195
O  13.23  -18.18  8.73  -0.199
O  10.75  -13.36  3.06  -0.452
O  11.40  -15.69  3.40  -0.621
N  16.16  -18.10  2.80  -0.018
N  11.42  -16.23  6.22  0.054
C  17.89  -19.75  2.27  -0.073
C  13.81  -16.94  6.21  -0.068
C  12.31  -17.26  8.17  -0.223
C  16.44  -19.54  2.62  -0.430
C  12.99  -18.41  10.09  -0.135
C  12.39  -17.25  6.65  -0.429
C  14.35  -20.51  5.46  -0.083
C  16.08  -20.31  3.88  -0.235
H  11.85  -15.32  6.32  0.073
H  16.19  -21.40  3.72  0.135
H  13.47  -19.95  5.77  0.077
H  15.13  -20.36  6.22  0.091
H  18.55  -19.41  3.07  0.080
H  13.71  -19.16  10.43  0.081
H  13.84  -16.95  5.13  0.003
H  11.20  -16.28  5.22  0.040
H  18.16  -19.20  1.36  0.080
H  18.13  -20.80  2.07  0.080
H  16.81  -17.79  3.52  0.076
H  11.27  -17.54  8.43  0.122
H  15.77  -19.91  1.83  0.146
H  12.06  -18.22  6.29  0.132
H  14.10  -21.57  5.38  0.091
H  15.22  -18.08  3.19  -0.018
H  14.12  -15.95  6.56  0.085
H  11.97  -18.77  10.25  0.084
H  14.53  -17.69  6.59  0.067
H  12.46  -16.24  8.56  0.129
H  13.17  -17.50  10.69  0.087
H  16.76  -20.04  4.71  0.130

Output
Energy above the lowest of the compared OMol25 structures with the same formula, charge and spin   0.310 eV
Total charge   -1
Spin multiplicity   1
Gap between HOMO and LUMO   5.0 eV
LUMO level   1.584 eV
Energy   -35302.4061 eV